{"formula": "C17H17ClN4O2S", "method": "ωB97M-V/def2-TZVPD", "total_energy_ev": -51318.18919, "e_homo_ev": -7.9521, "relative_energy_kj_mol": 75.7, "gap_ev": 7.4, "species": ["Cl", "S", "O", "O", "N", "N", "N", "N", "C", "C", "C", "C", "C", "C", "C", "C", "C", "C", "C", "C", "C", "C", "C", "C", "C", "H", "H", "H", "H", "H", "H", "H", "H", "H", "H", "H", "H", "H", "H", "H", "H", "H"], "coordinates": [[2.191, 4.710, 2.189], [0.281, -4.225, 3.293], [0.535, -3.661, -1.099], [-1.660, -0.402, -0.156], [-1.088, 0.632, -2.086], [-1.370, -3.067, -0.022], [-1.118, -3.803, 1.137], [-0.304, -1.898, 2.175], [0.647, 2.028, -0.318], [0.006, -1.679, -3.074], [-0.561, -1.689, -1.828], [1.508, 2.687, 0.543], [-0.396, -2.896, -0.965], [1.120, 3.887, 1.113], [0.531, -1.158, 3.082], [-1.593, 1.864, -1.518], [2.180, -0.876, 1.215], [-0.974, 3.765, -0.029], [-1.147, -0.494, -1.272], [-0.003, -0.512, -3.852], [-0.122, 4.434, 0.827], [-0.366, -3.237, 2.145], [-0.542, 0.619, -3.318], [1.733, -0.555, 2.415], [-0.601, 2.557, -0.609], [2.473, 2.264, 0.772], [0.423, -0.500, -4.841], [-0.064, -0.364, 3.549], [3.063, -0.423, 0.799], [-1.890, 2.535, -2.328], [-0.727, -1.355, 1.429], [-1.946, 4.184, -0.247], [-0.554, 1.557, -3.853], [0.966, 1.091, -0.747], [0.467, -2.585, -3.439], [-2.480, 1.611, -0.925], [1.708, -1.628, 0.604], [-0.948, -4.791, 0.991], [-0.417, 5.369, 1.275], [2.245, 0.185, 3.015], [0.858, -1.850, 3.867], [-2.062, -2.331, 0.093]], "lowdin_charge": [0.678, 0.633, 0.092, 0.021, -0.008, 0.067, 0.003, 0.008, -0.021, 0.022, -0.037, -0.096, -0.443, -0.674, -0.219, -0.084, 0.008, -0.035, -0.370, -0.042, -0.098, -0.875, -0.037, -0.146, -0.189, 0.102, 0.107, 0.125, 0.055, 0.137, 0.106, 0.119, 0.138, 0.110, 0.130, 0.140, 0.050, 0.123, 0.106, 0.099, 0.068, 0.129]}

***

{"formula": "C17H17F24NO8PS2", "method": "ωB97M-V/def2-TZVPD", "total_energy_ev": -131954.44678, "total_charge": -1, "e_homo_ev": -6.2192, "gap_ev": 8.0, "species": ["S", "S", "P", "F", "F", "F", "F", "F", "F", "F", "F", "F", "F", "F", "F", "F", "F", "F", "F", "F", "F", "F", "F", "F", "F", "F", "F", "O", "O", "O", "O", "O", "O", "O", "O", "N", "C", "C", "C", "C", "C", "C", "C", "C", "C", "C", "C", "C", "C", "C", "C", "C", "C", "H", "H", "H", "H", "H", "H", "H", "H", "H", "H", "H", "H", "H", "H", "H", "H", "H"], "coordinates": [[-2.706, -1.974, -1.073], [-2.152, -1.932, 1.643], [-2.352, -3.814, 2.673], [2.376, 9.354, -1.504], [2.124, 4.161, 4.174], [-2.930, 1.919, 1.077], [2.301, -7.876, -0.542], [2.895, 3.213, -2.971], [3.561, 7.541, -1.395], [-2.102, -7.373, 0.685], [1.234, -10.532, -2.564], [-3.327, 2.889, 3.606], [3.344, -8.957, -2.125], [-0.790, 1.736, 1.489], [3.852, 5.142, -2.606], [0.434, -6.098, -1.358], [0.345, 4.145, 1.152], [1.154, 5.216, -3.442], [0.825, -8.408, -2.891], [0.675, 3.993, -1.691], [2.491, 4.244, 1.522], [1.359, 2.398, 3.132], [4.070, 9.004, -3.609], [3.001, 7.182, -4.176], [-2.061, 4.134, 2.363], [-0.490, -5.193, 0.408], [0.010, -7.804, 0.890], [-3.603, -4.562, 2.410], [1.373, 7.450, -1.901], [-3.349, -1.147, 1.834], [-2.175, -2.674, -2.224], [-0.967, -1.366, 2.273], [-1.110, -8.411, -0.965], [-4.132, -2.052, -0.909], [-1.178, 2.887, 4.014], [-1.832, -2.460, 0.187], [2.886, 8.353, -3.528], [2.908, 4.287, -2.154], [-0.680, -6.069, -0.598], [-2.268, -0.284, -1.265], [1.035, -9.331, -1.935], [2.350, -9.041, -1.208], [1.306, 6.173, -1.286], [1.522, 4.936, -2.172], [2.547, 8.125, -2.051], [-0.232, -9.506, -1.083], [-2.116, 2.950, 3.014], [-0.946, -7.451, 0.005], [1.121, 3.698, 3.363], [1.268, 4.493, 2.064], [-0.183, 3.871, 4.158], [-3.195, 0.650, -1.345], [-2.013, 1.761, 2.057], [-0.588, 4.877, 4.040], [-4.237, 0.386, -1.444], [-2.162, -3.513, 4.036], [-2.912, 1.691, -1.320], [-2.191, 0.819, 2.577], [-0.816, -10.252, -1.620], [0.125, 3.786, 5.199], [-1.525, -5.742, -1.207], [1.917, 6.127, -0.384], [-1.213, -0.057, -1.323], [2.107, 8.952, -4.003], [2.589, -9.848, -0.510], [1.196, 5.568, 2.259], [-1.208, -4.504, 2.289], [3.165, 3.961, -1.143], [0.002, -9.943, -0.111], [0.271, 6.095, -0.960]], "lowdin_charge": [0.474, 0.340, 0.629, 0.136, 0.092, 0.090, 0.104, 0.105, 0.155, 0.156, 0.090, 0.149, 0.091, 0.098, 0.091, 0.101, 0.097, 0.135, 0.142, 0.115, 0.080, 0.154, 0.095, 0.106, 0.134, 0.062, 0.140, -0.468, 0.054, -0.354, -0.353, -0.393, 0.052, -0.324, 0.057, -0.364, -0.289, -0.299, -0.276, -0.246, -0.443, -0.312, -0.038, -0.447, -0.555, -0.055, -0.526, -0.540, -0.442, -0.306, -0.054, -0.016, -0.289, 0.144, 0.069, -0.005, 0.055, 0.140, 0.147, 0.148, 0.182, 0.132, 0.093, 0.174, 0.170, 0.170, -0.015, 0.167, 0.145, 0.149]}

***

{"formula": "C17H17F2I2NO2P", "method": "ωB97M-V/def2-TZVPD", "total_energy_ev": -54402.92505, "total_charge": 1, "e_homo_ev": -11.3393, "gap_ev": 6.1, "species": ["I", "I", "P", "F", "F", "O", "O", "N", "C", "C", "C", "C", "C", "C", "C", "C", "C", "C", "C", "C", "C", "C", "C", "C", "C", "H", "H", "H", "H", "H", "H", "H", "H", "H", "H", "H", "H", "H", "H", "H", "H", "H"], "coordinates": [[-4.000, 1.533, -3.586], [-0.367, 2.132, -4.156], [-2.258, 1.428, -0.866], [1.686, 0.663, 5.688], [1.699, -7.516, -1.430], [-0.746, 1.061, -0.809], [-0.797, -1.127, -1.358], [-0.271, -0.191, -1.671], [-3.102, 2.608, 1.628], [2.503, -4.280, -0.066], [-1.588, 3.319, -2.847], [-2.734, 2.553, -2.196], [0.765, -5.422, -1.913], [1.998, 2.056, 3.828], [-2.738, 2.111, 0.601], [0.179, 0.494, 2.424], [1.389, 0.965, 4.417], [0.734, -4.056, -1.679], [-0.758, 4.096, -1.825], [1.690, 2.362, 2.513], [1.667, -6.193, -1.210], [1.602, -3.484, -0.759], [0.780, 1.585, 1.809], [0.485, 0.174, 3.737], [2.537, -5.647, -0.288], [-3.518, 3.238, 2.377], [-3.009, 0.267, -1.006], [-0.533, -0.116, 1.881], [3.227, -6.288, 0.244], [2.164, 3.209, 2.036], [3.182, -3.836, 0.648], [0.029, -3.441, -2.220], [0.266, 4.204, -2.136], [0.104, -5.888, -2.631], [1.583, -2.417, -0.578], [-1.183, 5.090, -1.748], [-3.385, 3.289, -1.743], [-0.810, 3.681, -0.827], [2.700, 2.650, 4.397], [0.035, -0.675, 4.233], [0.542, 1.828, 0.787], [-2.047, 4.034, -3.509]], "lowdin_charge": [0.911, 0.898, 0.747, 0.078, 0.074, -0.356, 0.176, 0.109, 0.193, -0.076, -0.870, -0.935, -0.010, -0.004, -0.204, -0.098, -0.283, -0.099, -0.136, -0.073, -0.282, -0.111, -0.113, -0.009, -0.005, 0.071, 0.046, 0.091, 0.123, 0.108, 0.109, 0.082, 0.064, 0.121, 0.080, 0.092, 0.062, 0.052, 0.124, 0.122, 0.064, 0.063]}

***

{"formula": "C17H17F3N5PbS", "method": "ωB97M-V/def2-TZVPD", "total_energy_ev": -49584.05929, "total_charge": 1, "e_homo_ev": -10.6285, "relative_energy_kj_mol": 0.0, "gap_ev": 6.5, "species": ["Pb", "S", "F", "F", "F", "N", "N", "N", "N", "N", "C", "C", "C", "C", "C", "C", "C", "C", "C", "C", "C", "C", "C", "C", "C", "C", "C", "H", "H", "H", "H", "H", "H", "H", "H", "H", "H", "H", "H", "H", "H", "H", "H", "H"], "coordinates": [[-0.901, -0.046, -1.008], [-3.901, 0.609, 0.316], [-0.909, -1.602, -3.813], [1.076, -1.566, -3.015], [-0.358, -3.003, -2.313], [2.082, -0.352, 0.498], [1.353, 0.360, -0.346], [-0.049, 1.956, -2.299], [0.214, -1.715, 0.580], [0.062, -3.448, 2.223], [-0.040, 3.845, -3.779], [3.067, -3.372, 4.419], [-0.574, 2.684, -3.286], [-5.419, 0.735, -0.700], [1.294, -3.113, 2.778], [-3.616, 2.408, 0.538], [-0.238, -1.688, -2.654], [1.811, 1.501, -0.761], [1.785, 3.513, -2.256], [3.258, -1.719, 2.754], [3.785, -2.337, 3.828], [1.958, -2.016, 2.232], [1.869, -3.741, 3.905], [-0.419, -2.739, 1.207], [1.259, 4.217, -3.283], [1.426, -1.311, 1.097], [1.201, 2.273, -1.836], [-1.458, -2.916, 0.898], [1.303, -4.545, 4.319], [-3.384, 2.837, -0.443], [1.797, 5.084, -3.634], [-1.504, 2.363, -3.687], [2.710, 1.930, -0.296], [-5.193, 0.379, -1.688], [2.737, 3.835, -1.799], [-4.496, 2.858, 0.997], [4.757, -2.070, 4.257], [-6.115, 0.117, -0.167], [-0.571, -4.091, 2.761], [-2.831, 2.647, 1.254], [3.509, -3.966, 5.243], [3.830, -0.912, 2.277], [-0.467, 4.309, -4.642], [-5.699, 1.804, -0.680]], "lowdin_charge": [1.313, 0.587, 0.032, 0.010, 0.015, 0.078, -0.141, -0.025, 0.010, 0.135, -0.004, -0.055, -0.129, -0.371, -0.156, -0.418, -0.700, -0.057, -0.016, -0.003, -0.065, -0.068, -0.011, -0.083, -0.025, -0.281, -0.226, 0.153, 0.111, 0.034, 0.118, 0.113, 0.140, 0.023, 0.130, 0.038, 0.127, 0.019, 0.201, 0.032, 0.135, 0.125, 0.109, 0.046]}

***

{"formula": "C17H17F5NO5ScTe", "method": "ωB97M-V/def2-TZVPD", "total_energy_ev": -71220.96441, "e_homo_ev": -10.1513, "relative_energy_kj_mol": 10.8, "gap_ev": 9.5, "species": ["Te", "Sc", "F", "F", "F", "F", "F", "O", "O", "O", "O", "O", "N", "C", "C", "C", "C", "C", "C", "C", "C", "C", "C", "C", "C", "C", "C", "C", "C", "C", "H", "H", "H", "H", "H", "H", "H", "H", "H", "H", "H", "H", "H", "H", "H", "H", "H"], "coordinates": [[-1.745, -1.828, -2.295], [0.331, 0.256, -0.321], [-1.495, -3.380, -1.295], [0.053, -1.900, -2.774], [-2.008, -0.409, -3.458], [-2.058, -2.917, -3.751], [-3.554, -1.921, -1.938], [1.595, 0.597, -1.913], [-1.379, -0.746, -0.867], [1.945, 1.505, -3.944], [-0.737, 1.432, 0.973], [-2.453, 2.867, 1.245], [-0.342, 2.065, -1.394], [1.335, 1.413, -2.910], [-1.304, 2.790, -0.847], [1.384, -2.254, 0.126], [0.152, 2.314, -2.594], [2.513, -0.360, 1.041], [-1.885, 3.827, -1.550], [-0.369, 3.331, -3.372], [0.403, -1.086, 2.025], [-1.578, 2.362, 0.587], [3.587, -1.561, -0.908], [1.496, -0.211, 1.984], [-0.565, 0.227, 3.980], [-1.411, 4.082, -2.835], [-0.725, -0.953, 3.031], [2.493, -1.402, 0.104], [0.369, -2.098, 1.064], [-0.871, -2.256, 3.823], [0.043, 3.523, -4.351], [-1.037, -3.121, 3.180], [3.361, -0.952, -1.785], [3.677, -2.600, -1.220], [4.542, -1.233, -0.500], [0.025, -2.445, 4.418], [-1.420, 0.265, 4.655], [-1.844, 4.886, -3.415], [-0.484, -2.761, 1.017], [-1.719, -2.184, 4.505], [-0.527, 1.172, 3.442], [-1.637, -0.795, 2.446], [0.332, 0.119, 4.596], [1.308, -3.043, -0.612], [3.333, 0.347, 1.029], [-2.670, 4.412, -1.093], [1.542, 0.622, 2.671]], "lowdin_charge": [1.809, 1.085, -0.349, -0.349, -0.341, -0.334, -0.338, -0.129, -0.563, 0.119, -0.118, 0.115, 0.072, -0.534, -0.142, -0.040, -0.148, -0.052, 0.038, 0.038, -0.220, -0.529, -0.015, -0.050, -0.066, -0.012, -0.364, -0.286, -0.046, -0.052, 0.128, 0.074, 0.084, 0.092, 0.091, 0.091, 0.088, 0.115, 0.125, 0.084, 0.071, 0.151, 0.089, 0.131, 0.137, 0.127, 0.125]}